Entry 1:
One molecule with the formula C20H25NO3S, computed with the ωB97M-V functional and the def2-TZVPD basis.

Structure (XYZ):
```
50
Properties=species:S:1:pos:R:3:nbo_charge:R:1
C 2.97653 -2.20399 -3.97703 -0.62
C 1.61212 -1.63844 -3.61596 -0.06
O 1.81550 -0.60803 -2.66614 -0.51
C 0.74695 0.04095 -2.15479 0.44
C -0.56366 -0.19831 -2.50657 -0.35
C -1.59370 0.51184 -1.88090 -0.14
C -1.33252 1.46098 -0.93544 -0.37
S -2.78391 2.18081 -0.18094 2.32
O -2.53450 3.50493 0.31941 -0.94
O -3.89537 1.99256 -1.06938 -0.95
N -3.04040 1.11773 1.08920 -0.88
C -2.47756 1.43697 2.38131 -0.22
C -2.07830 0.17296 3.15453 -0.42
C -1.00218 -0.60104 2.43987 0.02
C 0.28325 -0.32092 2.60340 -0.20
C 1.39793 -1.06548 1.93681 -0.44
C 0.91668 -2.40580 1.39064 -0.39
C -0.37277 -2.19871 0.60572 -0.39
C -1.47765 -1.69821 1.53093 -0.45
C -0.00621 1.76665 -0.56057 0.05
C 0.32770 2.76404 0.37767 -0.23
C 1.63204 2.99987 0.71788 -0.18
C 2.66740 2.25897 0.13328 -0.22
C 2.38000 1.30249 -0.80126 -0.18
C 1.04750 1.03596 -1.17382 -0.14
H 3.60367 -1.42216 -4.39636 0.22
H 2.86466 -3.00070 -4.70651 0.22
H 3.46186 -2.59922 -3.08887 0.22
H 0.97571 -2.42298 -3.18504 0.18
H 1.11901 -1.23355 -4.50966 0.18
H -0.81978 -0.93491 -3.25034 0.23
H -2.62138 0.32279 -2.14560 0.25
H -4.00193 0.81704 1.11192 0.41
H -3.17169 2.03775 2.98362 0.19
H -1.58811 2.03744 2.19044 0.21
H -2.96041 -0.45606 3.28825 0.20
H -1.72391 0.48570 4.13834 0.22
H 0.58139 0.49047 3.25455 0.20
H 2.21151 -1.21876 2.65095 0.21
H 1.79663 -0.45355 1.12104 0.21
H 0.72926 -3.09186 2.21954 0.19
H 1.68521 -2.84710 0.75279 0.20
H -0.68338 -3.13067 0.12784 0.20
H -0.19742 -1.45783 -0.17497 0.20
H -2.31659 -1.32250 0.94049 0.22
H -1.84996 -2.52545 2.14589 0.20
H -0.46623 3.36142 0.79461 0.25
H 1.87071 3.76839 1.43803 0.22
H 3.69122 2.45406 0.41579 0.22
H 3.16506 0.73350 -1.27459 0.23
```

Energy relative to the best compared isomer or geometry (same formula, charge and spin) = 26.4 kcal per mole
SMILES = CCOc1ccc(S(=O)(=O)NCCC2=CCCCC2)c2ccccc12
Multiplicity = 1

Entry 2:
One molecule with the formula C20H25NO5, computed with the ωB97M-V functional and the def2-TZVPD basis.

Structure (XYZ):
```
51
Properties=species:S:1:pos:R:3:nbo_charge:R:1
C -5.30837 -2.80984 1.56246 -0.25
O -4.72143 -1.89579 2.45800 -0.51
C -3.86932 -0.95218 1.95750 0.26
C -3.52067 -0.87655 0.62082 -0.28
C -2.60848 0.07422 0.17367 -0.12
C -2.30541 0.07628 -1.28633 0.67
O -3.04235 -0.45188 -2.10056 -0.63
N -1.16671 0.71209 -1.64808 -0.61
C -0.70297 0.74415 -3.01132 -0.24
C 0.61525 -0.01406 -3.16562 -0.07
O 1.58511 0.67888 -2.40806 -0.53
C 2.87802 0.23514 -2.43197 0.38
C 3.32737 -0.88211 -3.11966 -0.33
C 4.67054 -1.21782 -3.06257 -0.17
C 5.58380 -0.47167 -2.33745 -0.05
C 7.02978 -0.86345 -2.30062 -0.62
C 5.12888 0.65413 -1.64066 0.01
C 6.08004 1.49165 -0.84183 -0.63
C 3.78919 0.99061 -1.69646 -0.27
C -2.06168 0.96307 1.08009 -0.25
C -2.41435 0.92359 2.43002 0.27
O -1.77802 1.86858 3.17481 -0.50
C -2.11718 2.11461 4.52191 -0.24
C -3.32756 -0.03822 2.88646 0.23
O -3.62899 -0.08823 4.22761 -0.53
C -4.98127 -0.25006 4.60973 -0.24
H -4.55358 -3.42949 1.06950 0.18
H -5.95125 -3.44221 2.17337 0.20
H -5.91228 -2.30058 0.80567 0.18
H -3.93157 -1.55089 -0.11170 0.24
H -0.51483 1.02759 -0.94887 0.40
H -1.47739 0.28078 -3.62641 0.24
H -0.55329 1.78273 -3.32381 0.20
H 0.90132 -0.04364 -4.22529 0.18
H 0.50022 -1.04177 -2.79527 0.18
H 2.65433 -1.49598 -3.69690 0.22
H 5.01027 -2.09008 -3.60298 0.21
H 7.34871 -1.06356 -1.27803 0.21
H 7.65604 -0.06179 -2.69125 0.21
H 7.20089 -1.75635 -2.89639 0.22
H 6.86643 1.89226 -1.48064 0.22
H 6.55743 0.89397 -0.06603 0.22
H 5.56027 2.32107 -0.37002 0.22
H 3.41934 1.85591 -1.16754 0.21
H -1.37893 1.74478 0.78832 0.22
H -1.92927 1.24497 5.15343 0.19
H -1.46957 2.93725 4.82645 0.19
H -3.16104 2.42075 4.62564 0.17
H -5.05008 0.15732 5.61930 0.18
H -5.27326 -1.30149 4.61984 0.19
H -5.65209 0.30330 3.94771 0.18
```

Energy relative to the best compared isomer or geometry (same formula, charge and spin) = 69.7 kcal per mole
SMILES = COc1cc(C(=O)NCCOc2ccc(C)c(C)c2)cc(OC)c1OC
Multiplicity = 1

Entry 3:
A 8-piece molecular cluster, C20H26BCl21F3N3OP2S2 overall in a non-equilibrium geometry, computed with the ωB97M-V functional and the def2-TZVPD basis.

Structure (XYZ):
```
79
Properties=species:S:1:pos:R:3:mulliken_charge:R:1
C 1.87989 3.58183 0.33740 -1.06
C 3.05992 2.80902 1.09695 -0.62
P 2.59670 1.06330 1.58515 0.06
C 4.00300 0.14892 2.44210 -0.71
C 3.78464 -1.44159 2.53036 -0.51
C 1.88228 0.09629 0.12510 -0.07
C 0.60008 -0.70101 0.38914 0.57
B -0.01513 -0.58272 1.88537 0.52
O 0.43117 -1.55916 2.83552 -0.76
N -0.95400 0.44486 2.36214 0.04
C -1.58546 1.20291 1.25172 0.07
C -0.28147 1.47683 3.20424 -0.81
C -0.04950 -1.53188 -0.63986 -0.72
C -1.31395 -2.37346 -0.36087 0.61
F -2.47054 -1.61808 -0.29806 -0.15
F -1.54826 -3.28391 -1.37709 -0.28
F -1.20264 -3.15331 0.78810 -0.27
C 0.59402 -1.51787 -2.01198 0.59
N 0.18698 -2.14729 -3.14340 -0.60
S 1.14493 -1.83077 -4.44203 0.20
N 2.23162 -0.86971 -3.64241 -0.44
C 1.86192 -0.73157 -2.33793 0.47
C 2.56195 0.09867 -1.21937 0.03
P 4.14221 1.04366 -1.52561 0.14
S 5.09862 0.55274 -3.14043 -0.35
H 1.31827 2.89624 -0.34540 0.19
H 2.36714 4.44232 -0.19182 0.38
H 1.21479 3.98500 1.15156 0.35
H 3.21086 3.37551 2.06413 0.47
H 4.04705 2.89817 0.55513 0.52
H 3.99966 0.48057 3.52275 0.45
H 5.02480 0.38386 2.04228 0.49
H 3.18784 -1.83529 1.66814 -0.17
H 3.20817 -1.68174 3.46449 0.26
H 4.79238 -1.93623 2.53963 0.32
H -0.12862 -2.35375 2.78226 0.27
H -2.38650 1.92963 1.61539 0.12
H -0.83645 1.77089 0.61158 -0.06
H -2.10312 0.49260 0.55909 -0.16
H 0.55240 1.03625 3.81600 0.29
H 0.20100 2.27096 2.55780 0.02
H -0.98606 1.99746 3.90508 0.26
H 4.99391 0.78790 -0.39518 0.09
H 3.86743 2.44259 -1.49739 0.05
Cl -4.44720 -6.33504 0.58789 -0.14
C -2.77572 -6.09937 0.06218 0.82
Cl -1.65323 -6.84646 1.20615 -0.14
Cl -2.53562 -6.75148 -1.56162 -0.13
H -2.57418 -5.03419 0.03405 -0.45
Cl 5.44493 -4.56163 1.42279 -0.13
C 3.93317 -4.76443 0.52076 0.06
Cl 3.71769 -3.43053 -0.61073 -0.04
Cl 3.90289 -6.32249 -0.30991 -0.13
H 3.10797 -4.73754 1.22612 0.24
Cl 2.87012 -0.07995 -7.23837 -0.11
C 2.57608 1.54380 -6.60694 0.42
Cl 3.48584 2.74404 -7.52985 -0.13
Cl 0.84672 1.91525 -6.63592 -0.12
H 2.91659 1.57403 -5.57484 -0.08
Cl -4.86675 0.07956 0.72695 -0.08
C -5.15184 1.53913 -0.22800 -0.10
Cl -4.21277 2.89694 0.40537 -0.10
Cl -4.76406 1.25401 -1.92816 -0.12
H -6.20560 1.79166 -0.15536 0.39
Cl -0.52285 -0.29264 -11.16066 -0.13
C 0.22940 -1.03523 -9.74430 0.45
Cl -0.96732 -1.93455 -8.80384 -0.12
Cl 1.56193 -2.09100 -10.22804 -0.12
H 0.63154 -0.24476 -9.11723 -0.08
Cl -5.03302 4.82208 4.33033 -0.11
C -6.53336 4.64008 3.41591 -0.07
Cl -6.73328 5.97529 2.27506 -0.13
Cl -6.55576 3.08912 2.56936 -0.04
H -7.36492 4.66021 4.11383 0.36
Cl -4.68090 2.49197 9.09696 -0.13
C -4.95253 1.79135 7.49753 -0.01
Cl -6.03806 2.81234 6.54711 -0.08
Cl -3.41857 1.56007 6.65034 -0.08
H -5.42128 0.82075 7.62534 0.31
```

SMILES = CCP(CC)c1c(B(O)N(C)C)c(C(F)(F)F)c2nsnc2c1[PH2]=S.ClC(Cl)Cl.ClC(Cl)Cl.ClC(Cl)Cl.ClC(Cl)Cl.ClC(Cl)Cl.ClC(Cl)Cl.ClC(Cl)Cl
Multiplicity = 1

Entry 4:
A 9-piece molecular cluster, C20H26Cl25FN2O overall in a non-equilibrium geometry, computed with the ωB97M-V functional and the def2-TZVPD basis.

Structure (XYZ):
```
75
Properties=species:S:1:pos:R:3:mulliken_charge:R:1
C 2.25360 0.38118 1.98025 -0.54
C 1.64794 0.92394 0.68690 0.41
O 0.48455 0.21147 0.24352 -0.41
C -0.76154 0.76194 0.52944 1.16
Cl -0.91296 1.37039 2.19480 -0.05
C -0.92551 1.94624 -0.36474 -0.33
N -1.05300 2.86933 -1.03198 -0.54
C -1.82666 -0.30862 0.11237 2.54
C -1.37811 -0.66780 -1.25758 -1.08
N -1.03117 -0.94127 -2.31839 -0.62
C -1.78139 -1.65737 0.91632 -0.35
C -0.88383 -1.78418 2.13647 -0.23
F -1.58678 -1.53622 3.32225 -0.37
C -3.28226 0.19736 -0.12047 -1.83
C -4.11659 0.85680 0.99433 0.85
C -3.90484 2.37488 1.17393 -1.44
C -4.15023 0.12158 2.33183 -1.10
H 1.96273 -0.64787 2.15502 -0.10
H 2.05701 1.02595 2.83357 0.26
H 3.33633 0.37444 1.84709 0.26
H 2.38368 0.76383 -0.10046 -0.31
H 1.49582 2.00244 0.73596 0.32
H -2.78429 -1.91538 1.24330 -0.16
H -1.49693 -2.46399 0.24573 0.83
H -0.54012 -2.81974 2.20404 0.40
H -0.00258 -1.15721 2.12936 -0.23
H -3.29166 0.86449 -0.98407 0.43
H -3.83768 -0.68275 -0.44051 0.17
H -5.14395 0.78975 0.62568 0.51
H -3.40780 2.82887 0.32079 0.37
H -3.39344 2.61250 2.10313 0.20
H -4.88171 2.85658 1.24938 0.41
H -3.26409 0.25769 2.93378 -0.23
H -4.98285 0.54383 2.90000 0.59
H -4.40079 -0.93249 2.20607 0.24
Cl -5.10490 -5.89541 -0.79379 -0.13
C -3.90634 -4.76268 -0.17709 0.28
Cl -3.92628 -3.25927 -1.10440 -0.08
Cl -4.16688 -4.44868 1.54115 -0.12
H -2.92879 -5.21205 -0.29091 0.06
Cl 5.49452 -1.51482 2.48349 -0.12
C 4.58141 -2.98324 2.13409 -0.13
Cl 3.10631 -3.03678 3.10258 -0.12
Cl 4.17719 -3.07593 0.42162 -0.07
H 5.19970 -3.83235 2.39215 0.42
Cl -1.10724 -0.64560 -7.00829 -0.13
C -1.80738 -1.93773 -6.03760 0.46
Cl -3.56974 -1.88950 -6.12151 -0.13
Cl -1.20854 -3.51280 -6.57002 -0.13
H -1.50699 -1.79250 -5.00637 -0.06
Cl 4.58924 -0.26065 -1.59886 -0.07
C 4.66401 1.40718 -2.17317 -0.02
Cl 5.19930 2.48735 -0.88478 -0.06
Cl 5.70690 1.54888 -3.58306 -0.12
H 3.66487 1.70630 -2.46446 0.23
Cl -3.33980 3.63805 5.10038 -0.12
C -4.09190 2.36025 6.05939 -0.04
Cl -5.85091 2.47306 5.98228 -0.13
Cl -3.54264 0.77413 5.52392 -0.06
H -3.79061 2.49497 7.08922 0.36
Cl 4.56640 7.62560 1.06745 -0.13
C 5.59967 6.59470 0.07820 0.01
Cl 6.38519 5.36098 1.06847 -0.12
Cl 4.68234 5.85255 -1.23011 -0.06
H 6.37111 7.21311 -0.35994 0.29
Cl 5.40594 4.52118 -7.47999 -0.12
C 4.08809 3.95574 -6.45379 -0.04
Cl 3.94842 2.19822 -6.52681 -0.10
Cl 4.31269 4.50989 -4.79162 -0.05
H 3.16584 4.38071 -6.82556 0.32
Cl 2.72363 -6.12417 -1.78156 -0.12
C 1.56473 -6.47481 -0.49929 0.12
Cl 1.66199 -8.16636 -0.00900 -0.12
Cl 1.81897 -5.40297 0.87846 -0.04
H 0.57159 -6.29512 -0.88798 0.17
```

SMILES = CCO[C@@](Cl)(C#N)[C@@](C#N)(CCF)CC(C)C.ClC(Cl)Cl.ClC(Cl)Cl.ClC(Cl)Cl.ClC(Cl)Cl.ClC(Cl)Cl.ClC(Cl)Cl.ClC(Cl)Cl.ClC(Cl)Cl
Multiplicity = 1

Number 1: HOMO level -8.24 eV, Kohn-Sham gap 8.535 eV. Number 2: HOMO level -8.30 eV, Kohn-Sham gap 9.071 eV. Number 3: HOMO level -8.57 eV, Kohn-Sham gap 6.600 eV. Number 4: HOMO level -10.86 eV, Kohn-Sham gap 10.820 eV.